[1]
Computed, not measured: a structure of composition C31H31BCdF6N12O6S3 at a distorted geometry, with wB97M-V/def2-TZVPD.

Last column: Löwdin charge in e.
Element x y z (Å)
Cd 1.15 -0.14 -0.85  1.426
S 4.47 -1.25 -2.09  0.599
S 4.38 -1.22 -4.82  0.601
S -2.30 -2.08 0.71  0.955
F 2.53 0.68 -4.86  0.130
F 7.01 -1.13 -1.24  0.158
F 4.51 1.40 -4.31  0.119
F 4.05 0.92 -6.36  0.139
F 5.90 0.71 -1.04  0.132
F 5.49 -0.95 0.28  0.123
O 3.42 -0.27 -1.91  -0.390
O 3.14 -1.94 -4.68  -0.301
O 4.21 -2.57 -1.57  -0.283
O 5.21 -1.52 -5.94  -0.259
O 1.33 -2.35 -2.15  -0.124
O -0.84 -1.83 0.74  -0.579
N -0.19 1.25 0.56  -0.019
N -1.00 2.14 -0.04  -0.045
N -1.46 0.91 -2.22  -0.043
N 2.11 -1.66 0.79  0.081
N 2.69 1.09 0.75  0.076
N 3.63 2.22 2.33  0.042
N 3.38 -3.29 2.66  0.105
N 5.23 -1.19 -3.47  -0.286
N -0.74 -0.21 -2.07  -0.038
N 1.37 1.96 -1.77  -0.029
N 0.29 2.70 -2.08  -0.036
N 3.63 0.96 2.78  0.135
C -1.34 -1.17 -2.76  -0.153
C -1.18 2.51 2.13  -0.058
C -3.38 -0.91 4.12  -0.055
C -5.10 -0.96 -0.59  -0.052
C -6.42 -0.71 -0.93  -0.078
C 2.05 3.86 -2.75  -0.052
C 1.98 -2.98 0.76  -0.119
C -4.52 -0.30 0.49  -0.257
C -2.77 -2.65 2.43  -0.253
C 0.67 3.85 -2.67  -0.070
C 2.87 -1.15 1.77  -0.212
C -6.62 0.83 0.90  -0.081
C -3.06 -0.42 0.78  -0.275
C -3.04 0.02 5.09  -0.077
C -7.18 0.19 -0.20  -0.091
C -1.61 2.91 0.88  -0.081
C 5.82 -0.62 -0.98  -0.664
C -0.72 -0.55 4.81  -0.089
C -2.52 0.67 -3.01  -0.075
C 2.62 -3.79 1.69  -0.089
C -5.29 0.59 1.24  -0.046
C -0.29 1.46 1.87  -0.169
C -1.07 -1.49 3.85  -0.046
C 3.83 0.56 -5.10  -0.657
C -2.48 -0.66 -3.39  -0.056
C 3.50 -1.97 2.70  -0.064
C -1.70 0.21 5.43  -0.088
C -2.40 -1.68 3.50  -0.293
C 3.06 2.29 1.11  -0.134
C 3.06 0.30 1.79  -0.343
C 2.44 2.65 -2.16  -0.185
B -1.10 2.27 -1.59  -0.523
H -8.20 0.40 -0.48  0.102
H -2.79 0.02 1.74  0.077
H -2.49 0.09 0.01  0.067
H -1.46 2.91 3.09  0.091
H 4.12 -1.54 3.47  0.118
H -3.18 -1.18 -4.02  0.096
H -4.84 1.11 2.07  0.111
H 3.42 2.24 -2.01  0.090
H 1.34 -3.40 0.00  0.104
H 2.17 -2.73 -1.86  0.002
H 1.52 -2.09 -3.06  0.037
H -1.93 3.08 -1.86  0.119
H -0.96 -2.17 -2.78  0.101
H 4.01 2.96 2.90  0.158
H -2.23 -3.59 2.54  0.095
H -0.06 4.57 -2.99  0.120
H -4.42 -1.05 3.86  0.115
H -4.51 -1.65 -1.17  0.097
H 2.94 3.19 0.54  0.131
H 2.68 4.62 -3.17  0.094
H -3.84 -2.83 2.38  0.096
H 0.26 0.86 2.57  0.092
H -7.20 1.53 1.48  0.103
H -6.86 -1.19 -1.80  0.104
H -3.81 0.60 5.58  0.104
H 0.32 -0.40 5.07  0.106
H 2.53 -4.87 1.66  0.114
H -1.43 0.94 6.18  0.103
H -0.30 -2.08 3.37  0.108
H -2.31 3.68 0.59  0.120
H -3.22 1.45 -3.25  0.122

E_tot, eV: -116870.7694
E_LUMO, Eh: -0.0139
Gap between HOMO and LUMO, eV: 8.8
Molar mass, g/mol: 1001.08
E_HOMO, eV: -9.19

=====

[2]
Computed, not measured: a structure of composition C31H31Br2N4O3Ti at a distorted geometry, with wB97M-V/def2-TZVPD.

Last column: Löwdin spin population.
Element x y z (Å)
Br 2.30 6.16 3.02  0.000
Br -1.72 4.66 -0.61  0.001
Ti -0.37 -0.04 -0.40  0.886
O -0.66 0.02 1.47  0.009
O 1.21 -0.80 -0.90  -0.001
O -0.45 1.92 -0.32  0.019
N 1.78 1.20 1.16  0.007
N -0.56 0.41 -2.54  0.000
N -0.91 -2.11 -0.13  0.008
N -2.88 -0.09 -0.51  0.003
C -0.20 4.14 0.41  0.000
C 2.29 -1.03 -4.34  0.004
C -1.54 1.41 -3.01  -0.001
C -0.40 -0.80 2.44  0.002
C -3.42 1.03 -1.31  0.001
C 0.19 2.81 0.39  0.005
C 0.10 -1.18 4.77  0.001
C -3.00 1.07 -2.77  0.000
C 3.36 1.71 2.86  0.000
C 3.00 3.02 2.87  0.000
C 1.51 -0.72 -3.22  0.002
C 1.96 3.46 2.02  0.000
C 3.13 -1.81 -1.82  -0.001
C 1.48 4.80 1.97  0.000
C -0.36 -2.20 2.23  0.001
C 0.30 0.08 -3.42  0.024
C 3.15 -0.63 1.95  0.000
C -3.39 0.11 0.86  0.001
C -0.08 -3.06 3.31  0.001
C -3.41 -1.39 -1.01  0.001
C 1.93 -1.10 -1.95  0.005
C -2.51 -2.13 -1.99  0.003
C -0.19 -0.31 3.74  0.000
C -0.71 -2.77 0.94  0.007
C 3.47 -1.72 -4.21  -0.001
C 0.16 -2.57 4.57  0.000
C 2.73 0.81 1.97  0.001
C 0.43 5.13 1.18  0.000
C 1.34 2.49 1.21  0.000
C -1.36 -2.87 -1.30  0.005
C 3.89 -2.12 -2.93  0.004
H -2.99 1.04 1.26  0.000
H 0.39 -3.24 5.39  0.000
H -1.68 -3.87 -0.99  0.001
H 0.27 -0.78 5.77  0.000
H -3.29 0.16 -3.30  0.000
H 4.81 -2.66 -2.81  0.000
H -4.40 -1.23 -1.44  0.000
H 0.08 6.15 1.14  0.000
H 4.22 -0.73 1.78  0.000
H 3.46 -2.11 -0.82  0.000
H 2.93 -1.10 2.92  0.000
H -4.52 0.99 -1.26  0.000
H -0.84 -3.86 0.92  0.000
H 0.17 0.46 -4.43  0.001
H 4.14 1.35 3.52  0.000
H -3.56 -2.03 -0.13  0.000
H 3.49 3.73 3.53  0.000
H 1.96 -0.70 -5.32  0.000
H -1.31 2.33 -2.46  -0.001
H -2.10 -1.43 -2.71  0.001
H -0.23 0.76 3.89  0.000
H -3.11 -2.86 -2.55  0.000
H 4.08 -1.96 -5.08  0.000
H 2.60 -1.17 1.18  0.000
H -4.49 0.16 0.85  0.000
H -3.07 -0.70 1.50  0.000
H -0.06 -4.13 3.12  0.000
H -3.10 1.95 -0.83  0.000
H -1.38 1.60 -4.07  0.000
H -0.52 -2.99 -1.99  0.000
H -3.57 1.88 -3.23  0.000

E_tot, eV: -207958.3043
E_LUMO (spin up / spin down), Eh: 0.0116 / 0.0077
Gap between HOMO and LUMO (spin up / spin down), eV: 7.0 / 7.5
Molar mass, g/mol: 715.29
E_HOMO (spin up / spin down), eV: -6.71 / -7.26
2S+1: 2

=====

[3]
Computed, not measured: a structure of composition C31H31BrCaF4N5O2, with wB97M-V/def2-TZVPD.

Last column: Löwdin charge in e.
Element x y z (Å)
Br 5.51 1.36 -5.41  0.658
Ca 0.76 0.39 0.99  1.335
F -0.76 -0.17 2.96  -0.002
F -1.77 -0.32 5.41  0.064
F -4.26 3.60 4.62  0.058
F -3.25 3.84 2.23  0.043
O 1.65 -1.68 2.01  -0.062
O 2.05 1.64 -0.50  -0.183
N -0.86 -1.52 0.31  0.070
N -1.31 1.79 1.24  -0.055
N 1.55 -1.17 -0.92  0.063
N 2.86 -2.66 3.62  0.157
N -1.22 1.22 -1.64  -0.165
C -3.38 2.65 4.22  -0.242
C 1.02 -2.46 -0.83  -0.217
C -2.62 0.85 -1.71  -0.260
C 2.27 -0.91 -1.96  -0.099
C 2.22 -1.58 3.10  -0.529
C 2.20 0.93 3.02  -0.299
C -1.02 2.55 -1.09  -0.203
C 4.30 2.61 -3.13  -0.141
C -1.68 2.79 0.25  -0.254
C -0.19 -5.01 -0.69  -0.053
C -3.06 1.64 5.10  0.018
C -1.02 1.82 -4.10  -0.078
C -0.49 1.04 -2.90  -0.248
C -2.05 -1.63 0.82  -0.129
C -2.86 -0.51 -2.36  -0.085
C 2.23 -0.31 3.91  -0.287
C 3.51 2.67 -2.01  -0.009
C -2.15 0.71 4.62  -0.238
C 3.75 0.30 -3.43  -0.110
C 2.79 1.53 -1.52  -0.403
C -1.91 1.83 2.43  -0.222
C -2.18 -3.96 0.35  -0.017
C -1.61 0.80 3.36  -0.167
C 1.68 -3.60 -1.25  -0.025
C -0.88 -3.88 -0.20  -0.154
C -2.85 2.76 2.96  -0.140
C 2.95 0.32 -2.27  -0.147
C -2.78 -2.84 0.84  -0.036
C 1.07 -4.87 -1.18  -0.084
C 4.42 1.42 -3.85  -0.715
C -0.26 -2.61 -0.23  -0.172
H 3.40 -2.57 4.46  0.088
H -0.67 -5.98 -0.65  0.105
H 0.54 1.33 -2.70  0.093
H -1.39 3.81 0.56  0.117
H 2.40 -1.68 -2.73  0.119
H -3.23 1.61 -2.23  0.117
H -0.40 1.61 -4.98  0.071
H -3.77 -2.86 1.27  0.104
H -2.77 2.83 0.10  0.102
H 1.30 -0.37 4.50  0.101
H 3.84 -0.62 -3.99  0.101
H -3.90 -0.82 -2.21  0.073
H -2.21 -1.27 -1.93  0.057
H 1.90 1.79 3.63  -0.009
H 3.04 -0.39 4.65  0.087
H 3.41 3.59 -1.45  0.112
H 0.06 2.70 -1.00  0.100
H 3.22 1.15 2.69  -0.004
H -2.68 -4.92 0.37  0.112
H 2.69 -3.52 -1.64  0.108
H -3.47 1.58 6.10  0.115
H 1.63 -5.73 -1.54  0.099
H 2.88 -3.51 3.08  0.100
H -0.46 -0.02 -3.14  0.105
H -2.69 -0.49 -3.44  0.061
H -2.47 -0.72 1.24  0.104
H -1.40 3.33 -1.78  0.114
H -2.99 0.81 -0.68  0.097
H -0.99 2.90 -3.94  0.063
H 4.83 3.50 -3.47  0.093
H -2.05 1.54 -4.35  0.058

E_tot, eV: -143551.4912
Charge: -1
Relative energy (zero: lowest compared OMol25 entry of this formula, charge and spin), kcal per mole: 0.0
E_LUMO, Eh: 0.0767
Gap between HOMO and LUMO, eV: 5.7
Molar mass, g/mol: 701.60
E_HOMO, eV: -3.61

=====

> Look up the E_tot of the third one.

-143551.4912 eV

=====

> Among the records above, which one has the highest E_tot?

C31H31BCdF6N12O6S3

=====

> What is the molar mass in the first record?

1001.08 g/mol